C4H5NO2 | the ωB97M-V functional and the def2-TZVPD basis

```
12
Properties=species:S:1:pos:R:3:forces:R:3:lowdin_charge:R:1
H 0.4312 -1.6421 -0.5610 0.0 0.2 0.0 0.11
C 1.2716 0.4143 0.1117 -0.2 0.2 0.0 -0.42
H 1.6155 0.8786 -0.8418 0.0 0.0 0.1 0.16
C 0.2435 -0.6365 -0.2117 -0.2 0.1 0.0 0.01
C -0.9321 -0.0251 -0.1052 0.2 -0.2 0.0 -0.37
C 0.4892 1.6024 0.6551 -0.2 -0.3 -0.2 0.09
O -0.7698 1.2965 0.3896 0.2 0.1 0.1 -0.01
H -2.4588 -1.2958 -0.4623 0.0 0.1 0.0 0.11
O 2.3675 0.0660 0.9135 0.1 -0.2 -0.1 -0.02
N -2.2374 -0.3118 -0.4149 0.0 0.0 0.1 0.14
H 2.8925 -0.5729 0.4165 0.0 0.1 0.2 0.10
H -2.9129 0.2266 0.1105 0.1 -0.1 0.0 0.10
```
Forces are in eV/Å.

Output
E = -360.533811 Eh
Gap between HOMO and LUMO = 9.2 eV
HOMO = -8.7 eV

C4H5NO2 | the ωB97M-V functional and the def2-TZVPD basis

```
12
Properties=species:S:1:pos:R:3:forces:R:3:lowdin_charge:R:1
O -1.4053 0.8634 -0.2194 0.5 -1.4 0.8 -0.04
C -1.4740 -0.6398 0.0565 -1.9 -0.7 0.6 -0.07
H -2.2405 -1.2938 -0.4754 1.1 1.4 0.1 0.15
C -0.0235 -0.6693 -0.2492 1.1 0.2 -3.0 -0.33
H 0.1142 0.7031 1.2989 -1.0 0.3 1.8 0.14
H -1.6126 -0.8044 1.1079 -0.5 0.3 0.8 0.11
O 1.2402 -1.2535 0.0485 -0.2 1.4 0.8 -0.05
H -0.0835 -0.6251 -1.3768 0.5 0.3 0.7 0.18
H 1.9835 2.0131 -0.2560 -0.9 -1.6 0.3 0.15
C 1.4095 1.0294 -0.1387 1.0 1.1 -0.4 -0.07
C -0.0128 0.7276 0.2527 0.6 -0.9 -2.0 -0.26
N 2.1047 -0.0507 -0.0490 -0.4 -0.4 -0.5 0.09
```
Forces are in eV/Å.

Output
E = -360.451355 Eh
Gap between HOMO and LUMO = 11.0 eV
HOMO = -10.1 eV

C4H5NO2 | the ωB97M-V functional and the def2-TZVPD basis

```
12
Properties=species:S:1:pos:R:3:forces:R:3:lowdin_charge:R:1
C 0.4487 0.0041 -0.1086 0.2 0.2 -0.2 -0.33
C -1.6080 -0.1806 0.3012 0.1 0.0 0.1 -0.50
O -2.8284 -0.4677 0.7509 0.1 -0.1 0.2 0.14
H 2.0947 -0.9550 -1.0668 0.0 0.0 0.1 0.08
N -0.5087 -0.8356 0.4696 -0.2 0.2 -0.1 0.18
H -2.6935 -0.9622 1.5686 -0.2 -0.2 -0.1 0.13
H 2.5165 0.5514 -0.2369 -0.1 -0.1 0.0 0.08
O -1.5155 0.9811 -0.3403 -0.1 0.0 0.1 0.11
C -0.1688 1.0969 -0.5941 0.3 0.1 0.0 -0.05
H 2.1942 -0.9196 0.7011 0.0 0.0 -0.1 0.08
C 1.8958 -0.3476 -0.1788 0.0 0.0 0.0 -0.04
H 0.1452 2.0211 -1.0442 0.1 -0.1 -0.1 0.12
```
Forces are in eV/Å.

Output
E = -360.649612 Eh
Gap between HOMO and LUMO = 9.6 eV
HOMO = -8.8 eV
SMILES = Cc1coc(O)n1

C4H5NO2 | the ωB97M-V functional and the def2-TZVPD basis

```
12
Properties=species:S:1:pos:R:3:forces:R:3:lowdin_charge:R:1
O 0.0394 1.5532 -0.0174 -0.1 -0.1 0.1 -0.04
H -0.4891 -1.9403 0.3472 0.0 0.0 -0.1 0.16
H 0.7845 -1.0056 -1.7219 0.0 0.1 0.1 0.14
C -0.9421 1.1133 0.7325 -0.1 -0.1 0.1 -0.30
C 1.3860 0.3755 -0.0601 0.1 -0.2 0.0 -0.44
C -0.7428 -0.9755 -0.1313 0.1 0.1 -0.2 -0.23
H -1.4527 1.8745 1.3296 0.1 -0.1 -0.1 0.13
H 2.0460 1.0572 -0.6110 -0.1 -0.1 0.1 0.14
C 0.4916 -0.5313 -0.7799 -0.1 -0.2 0.1 0.19
N -1.3606 -0.0998 0.8164 0.2 0.3 0.0 0.06
H -1.4580 -1.2572 -0.9213 0.1 0.0 0.1 0.14
O 1.6978 -0.1640 1.0174 0.0 0.2 -0.2 0.04
```
Forces are in eV/Å.

Output
E = -360.509677 Eh
Gap between HOMO and LUMO (spin up / spin down) = 7.9 / 7.9 eV
HOMO (spin up / spin down) = -9.7 / -9.7 eV

C4H5NO2 | the ωB97M-V functional and the def2-TZVPD basis

```
12
Properties=species:S:1:pos:R:3:forces:R:3:lowdin_charge:R:1
C -0.9384 0.4204 -0.4949 0.4 -0.2 0.3 -0.05
H -1.3158 0.7169 -1.4621 -0.4 0.8 0.5 0.11
H -2.0417 -1.3160 -0.5478 -0.2 -1.2 -0.4 0.11
H -1.2178 -1.1299 1.0139 -0.2 0.1 -0.4 0.13
C 0.3194 0.5362 0.0323 0.4 0.5 0.1 -0.28
C 1.0270 -0.7620 -0.3055 0.4 -0.1 0.2 -0.45
O 2.1899 -0.8646 -0.6013 -0.5 -0.1 0.5 0.13
H 1.7535 1.2946 1.2299 0.3 0.3 -0.2 0.12
N 0.8891 1.4847 0.7565 0.5 0.3 -0.5 0.20
H 0.3805 2.3364 0.9115 0.1 0.1 0.1 0.12
C -1.1316 -1.0014 -0.0785 -0.8 -0.3 -0.3 -0.17
O 0.0859 -1.7152 -0.4541 0.2 0.0 0.1 0.04
```
Forces are in eV/Å.

Output
E = -360.570228 Eh
Gap between HOMO and LUMO (spin up / spin down) = 8.1 / 8.1 eV
HOMO (spin up / spin down) = -7.9 / -7.9 eV
SMILES = NC1=CCOC1=O

C4H5NO2 | the ωB97M-V functional and the def2-TZVPD basis

```
12
Properties=species:S:1:pos:R:3:forces:R:3:lowdin_charge:R:1
C -0.7987 -1.3834 0.2978 0.0 -0.3 0.0 -0.22
C 0.3929 -0.7458 -0.3621 -0.1 -0.3 -0.1 -0.21
O -0.7720 -2.5472 0.6167 0.0 0.4 -0.1 0.07
H -1.6966 -0.7572 0.4318 0.1 -0.1 0.0 0.12
N 0.9542 0.5547 0.0355 0.0 0.2 0.3 -0.01
C 0.1874 0.4479 -1.2074 -0.2 0.1 -0.3 -0.07
O -0.7558 1.1109 1.5502 0.6 0.0 -0.2 0.07
H 0.7566 0.5906 -2.1197 0.0 -0.1 0.1 0.11
C 0.3464 1.2821 1.0943 -0.4 -0.1 0.2 -0.27
H 1.1719 -1.4564 -0.6215 -0.1 0.0 0.0 0.15
H 1.0348 2.0427 1.4871 -0.1 0.1 0.0 0.13
H -0.8211 0.8612 -1.2027 0.2 0.0 0.0 0.12
```
Forces are in eV/Å.

Output
E = -360.589060 Eh
Gap between HOMO and LUMO = 10.5 eV
HOMO = -9.9 eV
SMILES = O=C[C@H]1CN1C=O

C4H5NO2 | the ωB97M-V functional and the def2-TZVPD basis

```
12
Properties=species:S:1:pos:R:3:forces:R:3:lowdin_charge:R:1
C 1.9661 -0.1104 -0.5140 0.2 0.1 0.1 -0.24
O -2.5508 -0.1667 0.4636 0.2 0.1 0.0 0.09
C -0.3656 1.0624 -0.3348 0.1 0.0 -0.2 -0.06
H 1.6730 -0.5030 -1.5136 0.1 0.1 0.1 0.13
C 0.8051 0.3191 0.3220 0.2 -0.1 0.2 -0.22
H 1.0152 0.4496 1.3840 -0.1 0.0 -0.2 0.14
H -2.1616 0.7592 0.1789 0.0 -0.1 0.0 0.12
H -1.4609 -1.7868 1.0983 0.0 0.1 -0.1 0.16
C -1.4599 -0.8499 0.5497 0.2 0.0 -0.1 -0.18
N -0.4150 -0.3664 -0.0617 -0.4 -0.1 0.1 -0.07
H -0.1632 1.2118 -1.4037 0.0 0.0 0.1 0.06
O 3.1175 -0.0189 -0.1689 -0.4 0.0 -0.1 0.06
```
Forces are in eV/Å.

Output
E = -360.501516 Eh
Gap between HOMO and LUMO = 8.5 eV
HOMO = -8.5 eV

C4H5NO2 | the ωB97M-V functional and the def2-TZVPD basis

```
12
Properties=species:S:1:pos:R:3:forces:R:3:lowdin_charge:R:1
H 0.9662 2.5633 0.2698 -0.2 -0.3 0.2 0.14
C -0.9807 -0.0100 0.6509 -0.1 0.0 0.2 -0.14
O 0.3704 0.9726 -0.9251 0.1 0.2 0.3 -0.04
N -0.2820 1.1572 1.2597 0.2 -0.1 -0.7 0.09
C 0.9540 -1.3247 -0.4391 -0.2 -0.4 0.3 -0.19
H -0.8769 -0.7088 -1.3321 0.4 0.3 -0.5 0.16
C -0.1732 -0.3101 -0.5970 -0.2 -0.2 0.1 -0.28
C 0.3762 1.6451 0.2933 -0.1 -0.3 -0.2 -0.20
H -1.9693 0.3497 0.3382 0.0 -0.2 0.2 0.12
O 0.7923 -2.3773 0.1274 0.1 0.5 -0.3 0.07
H -1.0986 -0.9062 1.2682 0.2 0.4 0.2 0.12
H 1.9217 -1.0507 -0.9143 -0.2 0.0 0.1 0.14
```
Forces are in eV/Å.

Output
E = -360.618193 Eh
Gap between HOMO and LUMO = 10.6 eV
HOMO = -10.0 eV
SMILES = O=C[C@H]1CN=CO1

C4H5NO2 | the ωB97M-V functional and the def2-TZVPD basis

```
12
Properties=species:S:1:pos:R:3:forces:R:3:lowdin_charge:R:1
C 0.2101 1.7119 0.5960 -1.6 0.7 3.0 -0.01
O 0.8279 0.3764 -1.6453 0.2 0.5 -1.4 0.14
C 1.2007 -1.7015 -0.2837 1.3 3.2 0.7 0.03
H -3.2142 0.2165 1.1853 0.8 0.9 -0.9 0.11
H 2.2451 -1.9055 -0.8076 -2.7 0.0 1.0 0.13
H 1.2847 -1.5817 0.8498 0.2 -1.0 -1.5 0.09
H 0.2898 -2.2452 -0.5208 0.5 -0.7 -0.3 0.07
H 0.6947 2.3858 -0.0969 0.2 -0.8 -1.5 0.03
O 0.2870 0.3900 0.5179 0.5 0.8 -0.1 -0.13
C -1.9477 1.6871 0.2255 1.2 0.8 -0.7 -0.03
N -2.6608 0.8595 0.6021 -1.8 -1.5 1.4 0.11
C 0.7825 -0.1931 -0.6221 1.0 -2.9 0.2 -0.53
```
Forces are in eV/Å.

Output
E = -360.454857 Eh
Gap between HOMO and LUMO = 8.0 eV
HOMO = -7.8 eV

C4H5NO2S | the ωB97M-V functional and the def2-TZVPD basis

```
13
Properties=species:S:1:pos:R:3:forces:R:3:lowdin_charge:R:1
H -0.9838 -0.5627 -1.8039 -0.7 0.1 -0.7 0.06
O -2.8334 0.7652 -0.2138 -0.8 0.4 -1.9 0.12
S 0.6931 -1.2521 -0.4664 -1.3 -0.3 0.0 0.90
C -0.6627 -0.0691 -0.9107 1.3 -0.6 1.4 -0.35
O -1.5683 -0.1395 1.3415 -0.1 0.3 -1.0 0.09
N 2.3895 1.7718 -0.2895 0.2 0.1 -0.2 0.15
C 1.5902 -0.4121 0.8447 0.4 0.5 -0.7 -0.46
C -1.7313 0.1504 0.1798 1.4 -0.8 1.0 -0.57
H -2.8433 0.8532 -1.2073 0.0 0.0 1.4 0.15
H -0.1774 0.8800 -1.1273 -0.2 0.2 -0.3 0.08
H 2.3863 -1.1114 1.1106 -0.2 0.2 0.3 0.08
C 2.1377 0.7605 0.1895 0.3 0.7 0.4 -0.34
H 1.0129 -0.0123 1.6751 -0.2 -0.7 0.2 0.09
```
Forces are in eV/Å.

Output
E = -758.830404 Eh
Gap between HOMO and LUMO = 9.8 eV
HOMO = -9.6 eV
SMILES = N#CCSCC(=O)O

What did we get for relative energy (zero: lowest compared OMol25 entry of this formula, charge and spin)? Answer: 356.0, 572.5, 52.0, 419.4, 260.4, 211.0, 440.8, 134.5, 563.3, 130.5 kJ/mol, in the order shown.
What did we get for molar mass? Answer: 99.1, 99.1, 99.1, 99.1, 99.1, 99.1, 99.1, 99.1, 99.1, 131.2 g/mol, in the order shown.